{
  "formula": "C46H56BaBrFIN5O2PS",
  "method": "ωB97M-V/def2-TZVPD",
  "elements": ["Ba", "C", "C", "C", "C", "C", "C", "C", "C", "C", "C", "C", "C", "N", "C", "C", "C", "C", "C", "C", "F", "H", "H", "H", "H", "H", "H", "H", "H", "H", "H", "H", "H", "H", "H", "H", "H", "H", "H", "H", "H", "H", "Br", "C", "C", "C", "N", "C", "C", "H", "H", "H", "H", "C", "N", "C", "C", "C", "C", "C", "C", "C", "C", "H", "H", "H", "H", "H", "H", "H", "H", "H", "H", "H", "H", "C", "N", "C", "C", "N", "C", "S", "H", "H", "H", "H", "H", "H", "I", "C", "C", "C", "C", "C", "C", "C", "O", "O", "H", "H", "H", "H", "C", "P", "C", "C", "H", "H", "H", "H", "H", "H", "H", "H", "H"],
  "coordinates": [[0.236, 0.501, -0.621], [1.887, -0.114, 5.080], [1.916, 0.034, 3.551], [1.108, 1.270, 3.172], [1.613, -1.330, 2.918], [2.681, -2.226, 3.006], [2.566, -3.551, 2.637], [1.334, -4.009, 2.200], [0.246, -3.154, 2.063], [-1.057, -3.778, 1.588], [-2.224, -3.602, 2.562], [-1.466, -3.365, 0.176], [0.390, -1.776, 2.362], [-0.615, -0.887, 1.950], [-1.552, -0.466, 2.793], [-1.680, -0.781, 4.175], [-2.692, -0.258, 4.961], [-3.648, 0.611, 4.449], [-3.566, 0.947, 3.095], [-2.561, 0.422, 2.329], [-2.515, 0.752, 0.997], [2.254, 0.799, 5.557], [2.503, -0.950, 5.413], [0.865, -0.284, 5.425], [2.956, 0.249, 3.275], [0.074, 1.206, 3.503], [1.135, 1.473, 2.108], [1.564, 2.135, 3.669], [3.630, -1.858, 3.386], [3.415, -4.221, 2.704], [1.212, -5.055, 1.942], [-0.857, -4.854, 1.550], [-2.656, -2.600, 2.505], [-1.915, -3.759, 3.597], [-3.010, -4.323, 2.324], [-1.613, -2.288, 0.099], [-2.403, -3.856, -0.107], [-0.706, -3.653, -0.551], [-0.961, -1.467, 4.607], [-2.732, -0.539, 6.008], [-4.429, 1.022, 5.075], [-4.276, 1.617, 2.626], [0.372, -6.375, -4.147], [0.305, -4.626, -3.415], [1.288, -4.207, -2.538], [1.187, -2.922, -2.023], [0.195, -2.087, -2.330], [-0.726, -2.508, -3.190], [-0.724, -3.772, -3.763], [2.106, -4.852, -2.253], [1.929, -2.550, -1.326], [-1.506, -1.803, -3.443], [-1.504, -4.067, -4.449], [2.228, -0.227, -4.248], [2.846, 1.040, -4.592], [2.722, 1.304, -6.010], [2.361, 2.151, -3.758], [0.890, 2.511, -3.891], [0.538, 3.412, -4.898], [-0.785, 3.781, -5.103], [-1.759, 3.240, -4.277], [-1.383, 2.353, -3.270], [-0.063, 1.943, -3.015], [2.690, -1.024, -4.838], [1.143, -0.242, -4.430], [2.396, -0.441, -3.192], [3.229, 0.513, -6.568], [3.201, 2.256, -6.253], [1.677, 1.354, -6.358], [2.982, 3.019, -4.008], [2.572, 1.891, -2.717], [1.312, 3.842, -5.530], [-1.047, 4.482, -5.888], [-2.802, 3.513, -4.408], [-2.195, 1.977, -2.640], [-6.587, 0.013, -1.935], [-5.980, -0.524, -0.740], [-6.534, -0.542, 0.533], [-5.616, -1.076, 1.362], [-4.519, -1.387, 0.588], [-4.721, -1.033, -0.707], [-3.652, -1.199, -1.977], [-7.667, 0.042, -1.802], [-6.330, -0.625, -2.778], [-6.213, 1.017, -2.140], [-7.525, -0.173, 0.726], [-5.635, -1.259, 2.421], [-3.632, -1.730, 0.920], [9.219, 0.134, 1.191], [7.177, 0.250, 0.741], [6.471, -0.914, 0.479], [5.121, -0.829, 0.176], [4.484, 0.404, 0.146], [5.203, 1.559, 0.420], [6.556, 1.490, 0.713], [3.008, 0.484, -0.165], [2.437, -0.553, -0.592], [2.412, 1.570, 0.035], [6.968, -1.874, 0.511], [4.542, -1.719, -0.031], [4.685, 2.509, 0.399], [7.121, 2.389, 0.917], [-1.841, 4.462, -0.266], [-0.747, 3.490, 0.842], [-1.430, 3.956, 2.483], [0.762, 4.532, 0.806], [-1.885, 5.516, 0.020], [-2.848, 4.041, -0.239], [-1.475, 4.374, -1.291], [-1.536, 5.040, 2.579], [-0.767, 3.591, 3.269], [-2.399, 3.483, 2.628], [0.550, 5.578, 1.043], [1.207, 4.468, -0.189], [1.489, 4.136, 1.516]],
  "lowdin_charge": [1.734, -0.063, -0.347, -0.081, -0.123, -0.070, -0.099, -0.057, -0.134, -0.353, -0.057, -0.072, -0.196, 0.005, -0.334, -0.059, -0.120, -0.137, -0.080, -0.258, -0.054, 0.075, 0.072, 0.068, 0.126, 0.065, 0.016, 0.085, 0.112, 0.092, 0.102, 0.119, 0.047, 0.083, 0.078, 0.032, 0.082, 0.057, 0.104, 0.094, 0.081, 0.112, 0.724, -0.686, -0.102, -0.150, 0.022, -0.164, -0.096, 0.103, 0.094, 0.056, 0.104, -0.115, -0.252, -0.130, -0.183, -0.294, -0.095, -0.127, -0.139, -0.220, -0.250, 0.082, 0.077, 0.060, 0.074, 0.077, 0.082, 0.112, 0.094, 0.094, 0.084, 0.084, 0.059, -0.050, -0.134, -0.061, -0.080, 0.085, -0.809, 0.631, 0.085, 0.065, 0.095, 0.112, 0.118, 0.105, 0.817, -0.737, -0.150, -0.010, -0.119, -0.009, -0.151, -0.695, -0.284, -0.235, 0.089, 0.118, 0.120, 0.088, -0.292, 0.761, -0.284, -0.295, 0.036, 0.036, 0.022, 0.037, 0.029, 0.018, 0.037, 0.038, 0.029],
  "lumo_ev": 1.944,
  "de_lowest_kcal_mol": 21.54,
  "spin_multiplicity": 1,
  "total_charge": -1
}